Density functional theory data (the ωB97M-V functional and the def2-TZVPD basis) for a structure of composition C28H30AuCl3FN5O2SSi.

Computed properties:
multiplicity: 3
LUMO (spin up / spin down): 0.537 / -2.136 eV
HOMO (spin up / spin down): -0.281 / -0.300 hartree

Cartesian coordinates (Å):
Au1 1.3634 -1.1064 -0.1932
C1 1.2789 -0.5449 2.9732
C2 1.3846 0.9685 3.1679
C3 -0.0105 1.5944 3.2385
C4 2.3373 1.6912 2.2190
C5 3.4099 2.3474 2.8174
C6 4.3033 3.1107 2.0903
C7 4.1369 3.2259 0.7254
C8 3.0959 2.5871 0.0569
C9 3.0748 2.7799 -1.4615
C10 2.8712 1.5344 -2.3227
C11 2.1466 3.9133 -1.9183
C12 2.1996 1.8201 0.8246
N1 1.1552 1.1442 0.1196
C13 0.1153 1.8836 -0.2830
C14 -0.1997 3.1509 0.2873
C15 -1.2898 3.8667 -0.1295
C16 -2.1005 3.3829 -1.1615
C17 -1.8116 2.1698 -1.7715
C18 -0.7415 1.4395 -1.3256
F1 -0.4547 0.2895 -1.9427
H1 0.8645 -0.9973 3.8760
H2 2.2491 -1.0056 2.7781
H3 0.5831 -0.7994 2.1712
H4 1.8415 1.1147 4.1499
H5 -0.5939 1.3929 2.3410
H6 0.0435 2.6727 3.4007
H7 -0.5618 1.1567 4.0728
H8 3.5310 2.2632 3.8905
H9 5.1268 3.6083 2.5857
H10 4.8431 3.8091 0.1463
H11 4.0887 3.1224 -1.6838
H12 1.8538 1.1481 -2.2850
H13 3.5539 0.7347 -2.0381
H14 3.0830 1.7878 -3.3636
H15 1.0981 3.6152 -1.9147
H16 2.3997 4.1992 -2.9413
H17 2.2506 4.7946 -1.2833
H18 0.4334 3.5216 1.0805
H19 -1.5233 4.8112 0.3421
H20 -2.9563 3.9553 -1.4924
H21 -2.4133 1.7809 -2.5811
N2 -6.7169 -3.0889 -2.4487
C19 -5.6298 -2.6968 -1.6783
C20 -4.6548 -1.8477 -2.2120
C21 -3.6033 -1.4156 -1.4288
C22 -3.5074 -1.8266 -0.1064
C23 -4.4611 -2.6741 0.4325
C24 -5.5201 -3.1017 -0.3470
S1 -2.1599 -1.2732 0.8809
O1 -2.0886 0.1648 0.7706
O2 -2.3050 -1.8476 2.1901
N3 -0.8254 -1.8032 0.1345
C25 -0.5586 -3.1123 -0.0421
N4 0.7208 -3.2917 -0.4549
C26 1.1650 -4.5152 -0.6928
C27 0.3310 -5.6058 -0.5355
C28 -0.9641 -5.3325 -0.1116
N5 -1.4239 -4.1146 0.1369
H22 -6.5797 -3.0640 -3.4455
H23 -7.1930 -3.9207 -2.1411
H24 -4.7323 -1.5281 -3.2447
H25 -2.8445 -0.7642 -1.8441
H26 -4.3572 -2.9973 1.4588
H27 -6.2713 -3.7592 0.0745
H28 2.1985 -4.6064 -1.0066
H29 0.6705 -6.6124 -0.7234
H30 -1.6720 -6.1416 0.0376
Cl1 4.2140 -2.3351 -2.0663
Si1 3.6501 -1.5677 -0.2220
Cl2 5.0571 -0.1432 0.2544
Cl3 4.0025 -3.1125 1.1191